# C4H6N2O

A single C4H6N2O molecule (ωB97M-V with the def2-TZVPD basis set, the Open Molecules 2025 dataset).

Structure (XYZ):
```
13
Properties=species:S:1:pos:R:3
C -0.451 -0.130 0.589
H -1.796 1.270 3.022
H 0.416 -2.489 0.083
O -1.012 0.832 2.670
N 0.667 -1.865 -0.672
H 1.645 -1.986 -0.912
C 0.818 0.445 -1.416
C -1.332 0.318 1.442
H -2.398 0.273 1.212
C 0.320 -0.525 -0.401
H 1.237 -0.028 -2.316
H 1.132 2.185 -2.058
N 0.755 1.701 -1.242
```

Values from the calculation:
SMILES: [H]/N=C/C(N)=C=CO
Gap between HOMO and LUMO, eV: 9.153